ORCA calculation (ωB97M-V with the def2-TZVPD basis set) on 11 unconnected molecules or ions with the total composition C44H102O18.

Results
maximum force = 2.74 eV Å⁻¹
calculated total energy = -84125.3791 eV
HOMO = -0.341 hartree
SMILES = C1CCOC1.C1CCOC1.C1CCOC1.C1CCOC1.COCCOC.COCCOC.COCCOC.COCCOC.COCCOC.COCCOC.COCCOC
charge = 0

Element x y z (Å)
C1 -1.771 4.045 -3.491
C2 -0.307 3.559 -3.707
C3 0.441 4.095 -2.446
O1 -0.509 4.740 -1.647
C4 -1.768 4.200 -1.971
H1 -2.483 3.268 -3.704
H2 -2.029 5.001 -3.950
H3 0.129 3.830 -4.668
H4 -0.300 2.415 -3.659
H5 1.160 4.845 -2.693
H6 0.937 3.287 -1.960
H7 -2.574 4.893 -1.636
H8 -1.962 3.236 -1.396
C5 3.819 -3.903 -1.281
C6 5.226 -3.320 -1.436
C7 4.963 -2.273 -2.492
O2 3.646 -1.754 -2.221
C8 2.842 -2.801 -1.640
H9 3.659 -4.367 -0.324
H10 3.702 -4.622 -2.111
H11 6.043 -3.996 -1.771
H12 5.378 -2.792 -0.489
H13 4.944 -2.742 -3.457
H14 5.657 -1.449 -2.571
H15 2.015 -3.084 -2.292
H16 2.422 -2.278 -0.770
C9 -2.064 -2.995 4.131
C10 -2.811 -1.738 4.620
C11 -1.945 -0.585 4.058
O3 -0.649 -1.168 3.636
C12 -0.605 -2.512 4.108
H17 -2.375 -3.356 3.161
H18 -2.209 -3.833 4.821
H19 -2.883 -1.655 5.701
H20 -3.826 -1.675 4.260
H21 -1.737 0.201 4.798
H22 -2.353 -0.091 3.168
H23 -0.115 -2.566 5.106
H24 -0.014 -3.037 3.322
C13 1.263 1.917 0.418
C14 2.090 0.988 -0.492
C15 1.016 0.224 -1.268
O4 -0.288 0.826 -1.030
C16 -0.180 1.389 0.292
H25 1.290 2.923 0.001
H26 1.656 1.892 1.439
H27 2.681 0.194 -0.013
H28 2.743 1.568 -1.177
H29 1.001 -0.838 -0.831
H30 1.294 0.221 -2.315
H31 -0.358 0.584 1.017
H32 -0.873 2.235 0.398
C17 5.299 -0.716 5.443
O5 4.481 -0.493 4.348
C18 4.998 0.155 3.250
C19 3.995 0.085 2.117
O6 3.760 -1.189 1.578
C20 2.747 -1.901 2.239
H33 4.651 -0.672 6.369
H34 5.994 0.118 5.567
H35 5.882 -1.660 5.412
H36 5.871 -0.405 2.887
H37 5.260 1.189 3.397
H38 4.381 0.714 1.244
H39 3.077 0.598 2.472
H40 1.877 -1.272 2.392
H41 3.134 -2.333 3.190
H42 2.519 -2.715 1.526
C21 -4.002 2.857 2.003
O7 -3.050 3.672 1.346
C22 -2.686 4.724 2.166
C23 -1.552 5.555 1.601
O8 -0.363 4.826 1.763
C24 0.799 5.486 1.254
H43 -4.826 3.463 2.389
H44 -3.567 2.369 2.872
H45 -4.399 2.158 1.289
H46 -2.344 4.367 3.132
H47 -3.544 5.384 2.339
H48 -1.465 6.536 2.154
H49 -1.697 5.671 0.520
H50 0.663 5.618 0.194
H51 1.630 4.840 1.532
H52 0.861 6.545 1.672
C25 1.133 1.085 8.182
O9 2.111 0.583 7.349
C26 1.687 0.275 6.014
C27 1.718 1.480 5.113
O10 0.738 2.462 5.502
C28 0.337 3.150 4.380
H53 0.369 0.318 8.437
H54 0.520 1.859 7.737
H55 1.625 1.464 9.092
H56 0.643 -0.077 6.032
H57 2.414 -0.463 5.682
H58 1.421 1.091 4.122
H59 2.716 1.976 5.055
H60 -0.272 2.465 3.733
H61 1.231 3.577 3.916
H62 -0.331 3.961 4.753
C29 -4.131 -0.951 -8.224
O11 -2.999 -0.522 -7.527
C30 -3.386 0.009 -6.251
C31 -2.191 0.222 -5.375
O12 -1.722 -1.008 -4.918
C32 -0.620 -0.766 -4.055
H63 -4.503 -1.803 -7.636
H64 -3.756 -1.348 -9.143
H65 -4.893 -0.210 -8.403
H66 -4.063 -0.720 -5.800
H67 -3.950 0.906 -6.410
H68 -2.528 0.806 -4.463
H69 -1.370 0.795 -5.880
H70 0.204 -0.325 -4.614
H71 -0.264 -1.635 -3.562
H72 -1.006 -0.015 -3.357
C33 7.066 -0.568 -0.265
O13 7.165 -0.066 -1.624
C34 6.623 1.233 -1.701
C35 5.119 1.249 -2.127
O14 5.119 1.146 -3.500
C36 3.815 1.150 -4.055
H73 7.791 0.028 0.314
H74 7.458 -1.573 -0.342
H75 6.021 -0.475 0.058
H76 7.283 1.793 -2.349
H77 6.709 1.648 -0.708
H78 4.743 2.222 -1.757
H79 4.611 0.389 -1.642
H80 3.277 1.988 -3.629
H81 3.304 0.247 -3.723
H82 3.901 1.238 -5.161
C37 -2.331 -2.219 0.378
O15 -2.634 -3.588 0.635
C38 -3.456 -4.021 -0.448
C39 -3.752 -5.445 -0.300
O16 -2.636 -6.226 -0.607
C40 -3.029 -7.603 -0.764
H83 -1.593 -1.777 1.063
H84 -3.241 -1.555 0.401
H85 -1.960 -2.208 -0.680
H86 -2.902 -3.866 -1.393
H87 -4.446 -3.453 -0.511
H88 -4.591 -5.803 -0.946
H89 -4.041 -5.623 0.808
H90 -3.709 -7.885 0.017
H91 -2.131 -8.168 -0.617
H92 -3.555 -7.736 -1.712
C41 -3.523 0.749 -1.447
O17 -4.730 -0.100 -1.358
C42 -5.035 -0.533 -2.634
C43 -6.276 -1.313 -2.723
O18 -6.052 -2.543 -2.077
C44 -7.240 -3.280 -2.184
H93 -3.295 1.058 -0.403
H94 -3.724 1.587 -2.102
H95 -2.710 0.158 -1.811
H96 -4.231 -1.231 -3.017
H97 -5.021 0.271 -3.401
H98 -6.579 -1.468 -3.792
H99 -7.119 -0.773 -2.218
H100 -7.245 -4.157 -1.490
H101 -7.392 -3.646 -3.210
H102 -8.119 -2.616 -1.927

Löwdin atomic charge list, values in e, 8 entries:
1 C -0.139
2 C -0.119
3 C -0.196
4 O -0.147
5 C -0.225
6 H 0.081
7 H 0.115
8 H 0.102

=====

ORCA calculation (ωB97M-V with the def2-TZVPD basis set) on a molecular structure, C44H104As2F12N4O4P2.

Results
maximum force = 4.70 eV Å⁻¹
calculated total energy = -234305.5029 eV
HOMO = -0.619 hartree
charge = +4

Element x y z (Å)
C1 9.456 11.568 24.183
C2 8.551 12.077 23.086
C3 9.040 11.616 21.687
C4 8.047 12.023 20.562
P1 8.536 11.890 18.798
C5 7.951 13.403 17.879
C6 8.199 13.469 16.416
C7 7.157 14.210 15.574
C8 6.808 15.670 15.814
C9 7.564 10.513 18.091
C10 7.563 9.317 19.046
C11 6.660 8.189 18.534
C12 6.539 7.008 19.488
C13 10.372 11.647 18.716
C14 10.842 11.331 17.322
C15 12.318 10.980 17.172
C16 13.328 12.072 17.426
H1 10.515 11.422 23.905
H2 9.127 10.587 24.495
H3 9.459 12.175 25.127
H4 8.494 13.151 23.103
H5 7.585 11.692 23.385
H6 9.197 10.503 21.685
H7 10.027 12.099 21.508
H8 7.925 13.106 20.674
H9 6.973 11.703 20.677
H10 8.377 14.268 18.456
H11 6.885 13.357 18.122
H12 8.392 12.565 15.854
H13 9.191 13.973 16.281
H14 6.295 13.599 15.614
H15 7.382 14.062 14.472
H16 7.607 16.407 15.839
H17 6.276 15.834 16.751
H18 6.151 15.885 14.947
H19 7.867 10.246 17.100
H20 6.544 10.865 17.958
H21 7.458 9.674 20.087
H22 8.532 8.888 18.986
H23 7.092 7.812 17.615
H24 5.601 8.485 18.392
H25 6.288 7.306 20.505
H26 7.414 6.348 19.470
H27 5.660 6.429 19.214
H28 10.526 10.768 19.365
H29 10.980 12.511 19.169
H30 10.677 12.227 16.668
H31 10.289 10.539 16.856
H32 12.387 10.755 16.085
H33 12.539 10.080 17.734
H34 13.343 12.416 18.459
H35 13.096 12.895 16.677
H36 14.376 11.787 17.245
C17 14.985 14.289 8.701
C18 14.421 14.224 10.144
C19 15.541 14.391 11.177
C20 16.398 15.636 10.866
P2 17.631 16.082 12.081
C21 18.505 17.615 11.450
C22 19.227 17.339 10.130
C23 20.585 16.704 10.260
C24 21.426 17.007 9.054
C25 16.659 16.438 13.582
C26 17.462 16.999 14.767
C27 16.583 17.715 15.757
C28 17.291 18.296 16.986
C29 18.828 14.813 12.326
C30 19.012 13.805 11.142
C31 20.253 12.882 11.359
C32 20.594 12.000 10.185
H37 14.301 13.861 7.973
H38 15.899 13.655 8.684
H39 15.322 15.305 8.464
H40 14.077 13.250 10.345
H41 13.645 14.919 10.302
H42 16.250 13.578 11.127
H43 15.126 14.488 12.229
H44 15.800 16.524 10.688
H45 16.997 15.479 9.930
H46 19.212 17.981 12.195
H47 17.725 18.304 11.277
H48 19.422 18.354 9.802
H49 18.526 16.977 9.343
H50 20.594 15.599 10.270
H51 21.093 17.112 11.118
H52 21.311 18.108 8.925
H53 20.969 16.492 8.240
H54 22.451 16.727 9.179
H55 16.224 15.437 13.875
H56 15.902 17.146 13.273
H57 18.094 17.745 14.390
H58 18.085 16.185 15.197
H59 15.878 17.094 16.312
H60 15.973 18.478 15.259
H61 18.157 18.895 16.680
H62 17.759 17.506 17.583
H63 16.619 18.958 17.571
H64 18.548 14.160 13.173
H65 19.745 15.333 12.581
H66 19.158 14.278 10.133
H67 18.159 13.180 11.079
H68 20.008 12.250 12.178
H69 21.178 13.466 11.505
H70 20.963 12.603 9.348
H71 19.733 11.388 9.884
H72 21.269 11.244 10.538
C33 9.677 20.988 17.136
C34 10.962 20.432 17.699
O1 11.353 20.502 18.808
N1 11.843 19.496 16.715
H73 11.473 18.553 16.689
H74 11.883 19.770 15.759
C35 13.309 19.450 17.231
H75 9.900 21.614 16.288
H76 9.112 21.614 17.840
H77 9.084 20.229 16.610
H78 13.654 20.502 17.291
H79 13.841 18.903 16.454
H80 13.383 18.933 18.144
C36 9.120 17.285 8.463
C37 8.352 17.713 9.638
O2 7.322 17.205 9.968
N2 8.866 18.830 10.516
H81 9.894 18.669 10.701
H82 8.856 19.729 10.013
C38 8.151 18.953 11.880
H83 8.712 16.309 8.230
H84 10.252 17.214 8.721
H85 8.936 18.021 7.622
H86 7.046 19.117 11.763
H87 8.670 19.684 12.477
H88 8.313 17.952 12.325
C39 23.324 22.439 25.765
C40 23.346 23.415 26.908
O3 23.745 24.495 26.983
N3 22.978 22.757 28.292
H89 22.294 21.986 28.104
H90 23.766 22.181 28.585
C41 22.633 23.741 29.358
H91 22.335 21.974 25.706
H92 23.864 21.575 26.023
H93 23.673 22.917 24.836
H94 21.639 24.037 29.120
H95 23.237 24.636 29.242
H96 22.681 23.391 30.351
C42 13.091 16.226 23.205
C43 14.399 15.972 22.600
O4 15.507 16.301 22.796
N4 14.226 14.765 21.499
H97 13.343 14.248 21.597
H98 14.092 15.264 20.594
C44 15.308 13.720 21.378
H99 12.700 15.273 23.524
H100 12.485 16.641 22.357
H101 13.133 16.986 23.979
H102 15.033 13.027 20.660
H103 15.382 13.275 22.350
H104 16.227 14.233 21.084
As1 11.737 17.788 13.360
F1 10.699 16.557 12.806
F2 13.221 17.064 12.674
F3 12.760 19.200 13.728
F4 10.423 18.691 14.175
F5 12.179 17.066 14.848
F6 11.473 18.642 11.827
As2 11.446 15.632 18.991
F7 13.059 15.558 18.869
F8 11.414 16.967 17.854
F9 9.791 15.867 19.125
F10 11.517 14.297 20.157
F11 11.663 16.768 20.307
F12 11.255 14.514 17.625

Löwdin atomic charge list, values in e, 8 entries:
1 C -0.125
2 C -0.264
3 C -0.235
4 C -0.276
5 P 1.066
6 C -0.261
7 C -0.274
8 C -0.264